[1]
C9H9N2O5SV | wB97M-V/def2-TZVPD

Computed properties:
expectation value of S² = 0.8850
electronic energy = -2174.91493 Eh
2S+1 = 2
energy above the lowest of the compared OMol25 structures with the same formula, charge and spin = 0.000 eV
LUMO (spin up / spin down) = -14.78 / -14.81 eV
charge = +3
largest force on an atom = 11.32 eV/Å
HOMO-LUMO gap (spin up / spin down) = 0.2250 / 0.2250 Ha

Each line ends with the Löwdin spin population.
CARTESIAN COORDINATES (ANGSTROEM)
V  0.92186  0.94126  -2.00480  1.08
S  2.01711  -0.79723  -1.08954  -0.05
O  -1.47893  1.47073  -0.18036  -0.01
O  2.56897  3.50838  -2.07343  0.07
O  -2.76460  1.17613  -3.16485  0.00
O  -0.16337  0.29494  -4.71922  0.02
O  -1.59891  -1.69956  -1.47661  -0.05
N  0.22957  -1.45764  0.79839  0.00
N  1.91438  -0.01508  1.46796  -0.01
C  -0.63746  1.21200  -0.95954  -0.02
C  1.91877  2.53457  -2.04861  0.03
C  0.23804  0.57521  -3.65120  0.00
C  1.31417  -0.74153  0.51557  0.00
C  0.31257  -0.74104  3.12996  0.00
C  -2.87112  0.00111  -2.76208  -0.02
C  -0.56996  -1.25770  2.01221  0.00
C  -1.89118  -0.69344  -2.04574  -0.04
C  1.17342  0.40993  2.65989  0.00
H  0.55093  1.27704  2.39513  0.00
H  1.90529  0.71562  3.41192  0.00
H  -0.22462  -1.92246  0.01256  0.00
H  -1.37947  -0.54288  1.79454  0.00
H  -3.73995  -0.65974  -2.88045  0.00
H  -1.02988  -2.21938  2.26660  0.00
H  0.94294  -1.55696  3.49841  0.00
H  2.65439  0.59466  1.13271  0.00
H  -0.31297  -0.40695  3.96056  0.00

[2]
C19H16N2O5 | wB97M-V/def2-TZVPD

Computed properties:
electronic energy = -1219.16717 Eh
energy above the lowest of the compared OMol25 structures with the same formula, charge and spin = 7.196 eV
LUMO = -0.06 eV
largest force on an atom = 7.08 eV/Å
HOMO-LUMO gap = 0.3127 Ha

Each line ends with the natural charge from an NBO analysis.
CARTESIAN COORDINATES (ANGSTROEM)
O  -0.13462  2.33954  4.98866  -0.65
O  1.68763  0.55289  1.98298  -0.53
O  1.90672  -2.73698  2.32372  -0.58
O  -0.00498  -1.64237  1.94541  -0.48
O  -1.59726  0.35662  5.07739  -0.29
N  -0.02118  -1.07622  4.58189  -0.08
N  -1.33229  -0.98089  4.75111  0.05
C  -0.83770  2.27665  -1.76517  -0.16
C  -2.65790  2.28859  0.11617  -0.20
C  1.85646  0.99320  -1.21179  -0.02
C  1.00998  1.40270  -0.06066  -0.38
C  0.90058  -2.18404  2.69932  0.80
C  4.09537  1.25627  -2.32292  -0.19
C  0.71739  -2.22407  4.21594  -0.33
C  1.02365  0.34867  0.99709  0.60
C  0.54013  -1.03980  0.72409  -0.20
C  3.13082  1.59191  -1.28791  -0.19
C  -3.07633  2.70142  -1.08099  -0.21
C  -0.34764  1.04451  5.04442  0.62
C  1.53629  0.03783  -2.23462  -0.22
C  0.56085  0.10718  4.72785  -0.19
C  -2.11156  2.65913  -2.13475  -0.22
C  2.44777  -0.17977  -3.27579  -0.20
C  -0.43336  1.75916  -0.55138  -0.03
C  -1.40924  1.81004  0.43252  -0.23
C  3.71406  0.43630  -3.38156  -0.22
H  -3.28382  2.41890  0.96163  0.21
H  -1.21176  1.82274  1.46474  0.22
H  -0.02875  2.36888  -2.54562  0.21
H  2.12964  -0.76352  -4.11249  0.21
H  5.04256  1.72513  -2.18881  0.22
H  3.47578  2.14825  -0.44364  0.21
H  -3.98361  3.25399  -1.15819  0.22
H  0.25423  -3.11622  4.57806  0.26
H  1.37291  2.29875  0.39221  0.26
H  4.44867  0.17076  -4.14609  0.22
H  -2.33067  3.06988  -3.09849  0.22
H  0.53392  -0.44820  -2.22734  0.22
H  1.69173  -2.36049  4.59274  0.27
H  -0.12904  -1.03358  -0.14471  0.23
H  1.59955  0.38947  4.59081  0.26
H  1.48045  -1.61775  0.40962  0.26

[3]
C4H7NO2 | wB97M-V/def2-TZVPD

Computed properties:
electronic energy = -361.62483 Eh
energy above the lowest of the compared OMol25 structures with the same formula, charge and spin = 6.967 eV
LUMO = 0.01 eV
largest force on an atom = 6.87 eV/Å
HOMO-LUMO gap = 0.3335 Ha

Each line ends with the natural charge from an NBO analysis.
CARTESIAN COORDINATES (ANGSTROEM)
O  -0.68788  2.10546  0.03802  -0.58
O  0.23887  -0.21269  0.14795  -0.51
N  -1.65624  1.04569  -0.14417  -0.23
C  1.41659  0.37242  -0.22623  0.15
C  2.65418  0.03118  0.07778  -0.51
C  -1.03223  -0.01466  0.03267  0.53
C  -1.56394  -1.43339  -0.03179  -0.66
H  -1.26489  -2.14538  0.74299  0.24
H  3.46215  0.28739  -0.62153  0.23
H  2.97521  -0.61469  1.01440  0.22
H  -2.73050  -1.40950  -0.02001  0.22
H  -1.50967  2.84470  0.86945  0.47
H  -1.34693  -2.03289  -0.90771  0.24
H  1.04530  1.17635  -0.97183  0.20

[4]
C2H3N3O2 | wB97M-V/def2-TZVPD

Computed properties:
electronic energy = -392.56919 Eh
energy above the lowest of the compared OMol25 structures with the same formula, charge and spin = 6.105 eV
LUMO = 0.68 eV
largest force on an atom = 9.14 eV/Å
HOMO-LUMO gap = 0.3390 Ha

Each line ends with the natural charge from an NBO analysis.
CARTESIAN COORDINATES (ANGSTROEM)
O  0.20872  -1.00003  0.20320  -0.49
O  -2.33531  -0.55996  -0.19236  -0.55
N  0.78244  0.95128  0.10629  -0.42
N  1.94010  0.35812  -0.12746  -0.23
N  -1.50084  0.62123  -0.08755  -0.31
C  1.68279  -0.85586  -0.14280  0.29
C  -0.33887  0.22737  0.23853  0.60
H  0.48450  1.98055  -0.27556  0.41
H  -3.23473  0.03126  0.41184  0.47
H  2.31120  -1.75395  -0.13412  0.23

Question: What is the formula in the fourth record?
Answer: C2H3N3O2